1.
A cluster of 9 separate species, C52H131N9O17 in total, computed with wB97M-V/def2-TZVPD.

Cartesian coordinates (Å):
C 1.97 4.81 3.99
O 1.92 5.58 2.79
C 1.51 4.90 1.59
C 1.13 5.88 0.42
N 2.22 6.75 0.25
C 1.94 7.83 -0.73
C 3.02 8.99 -0.60
O 2.97 9.57 0.69
C 4.09 10.44 0.95
H 2.61 3.93 3.89
H 0.97 4.48 4.26
H 2.26 5.40 4.86
H 0.66 4.23 1.71
H 2.36 4.27 1.29
H 0.19 6.32 0.74
H 1.00 5.29 -0.48
H 2.49 7.21 1.11
H 0.93 8.22 -0.62
H 2.05 7.41 -1.74
H 2.80 9.69 -1.40
H 4.04 8.62 -0.76
H 3.85 10.99 1.85
H 4.19 11.26 0.24
H 5.03 9.91 1.11
C -0.95 -5.97 1.80
O -0.96 -5.16 2.96
C 0.35 -4.89 3.46
C 0.26 -3.68 4.41
N -0.93 -3.74 5.29
C -0.75 -4.75 6.30
C -1.91 -4.54 7.36
O -2.07 -5.72 8.03
C -3.07 -5.70 9.04
H -1.99 -6.25 1.64
H -0.41 -6.92 1.82
H -0.66 -5.41 0.92
H 0.98 -4.51 2.66
H 0.80 -5.76 3.93
H 0.16 -2.69 3.97
H 1.17 -3.64 5.00
H -1.68 -4.03 4.68
H 0.18 -4.66 6.86
H -0.83 -5.76 5.90
H -2.82 -4.29 6.83
H -1.70 -3.66 7.97
H -2.53 -5.41 9.94
H -3.55 -6.67 9.22
H -3.89 -5.06 8.72
C -1.39 4.60 -2.41
O -1.67 5.00 -1.07
C -2.68 5.97 -0.92
C -3.07 6.33 0.52
N -3.61 5.15 1.18
C -3.61 5.30 2.68
C -2.30 4.98 3.28
O -1.78 3.74 2.77
C -2.26 2.56 3.38
H -2.21 4.16 -2.98
H -0.62 3.83 -2.43
H -1.06 5.47 -2.98
H -3.60 5.76 -1.46
H -2.16 6.81 -1.37
H -3.83 7.10 0.41
H -2.20 6.74 1.05
H -2.95 4.41 1.05
H -4.35 4.64 3.14
H -3.89 6.31 2.96
H -2.43 4.91 4.36
H -1.65 5.79 2.97
H -1.76 1.61 3.19
H -3.31 2.45 3.12
H -2.16 2.59 4.46
C -2.03 3.70 -10.67
O -1.51 3.04 -9.57
C -1.61 3.77 -8.42
C -0.98 2.99 -7.27
N -1.89 1.94 -6.89
C -1.29 1.03 -5.93
C -1.06 1.61 -4.49
O 0.05 0.91 -3.78
C -0.11 -0.52 -3.79
H -1.34 4.33 -11.23
H -2.90 4.32 -10.43
H -2.45 2.91 -11.28
H -2.68 3.83 -8.24
H -1.11 4.74 -8.52
H -0.96 3.67 -6.42
H -0.02 2.59 -7.58
H -2.21 1.42 -7.69
H -0.37 0.64 -6.37
H -1.96 0.17 -5.92
H -2.02 1.57 -3.96
H -0.72 2.64 -4.46
H -1.12 -0.76 -3.46
H 0.62 -0.99 -3.14
H 0.02 -1.08 -4.72
C 1.94 -4.97 -2.56
O 2.37 -6.05 -1.71
C 1.54 -6.35 -0.62
C 2.18 -7.42 0.27
N 2.35 -8.66 -0.38
C 3.04 -9.65 0.52
C 2.90 -11.08 -0.09
O 3.54 -12.11 0.78
C 3.49 -13.44 0.22
H 1.15 -5.34 -3.21
H 2.68 -4.60 -3.26
H 1.51 -4.12 -2.03
H 0.51 -6.60 -0.89
H 1.51 -5.49 0.05
H 1.57 -7.43 1.17
H 3.11 -7.00 0.65
H 2.91 -8.62 -1.22
H 2.79 -9.65 1.58
H 4.12 -9.49 0.52
H 3.42 -11.07 -1.05
H 1.87 -11.32 -0.35
H 4.25 -14.03 0.74
H 3.87 -13.55 -0.79
H 2.49 -13.85 0.27
C 0.94 6.01 -6.56
O 1.05 5.29 -5.36
C 2.40 4.87 -5.14
C 2.33 4.45 -3.65
N 3.62 4.01 -3.22
C 3.75 3.85 -1.76
C 3.02 2.71 -1.07
O 3.43 1.43 -1.56
C 2.82 0.29 -0.88
H 1.53 6.92 -6.67
H -0.07 6.30 -6.83
H 1.24 5.35 -7.38
H 2.98 5.77 -5.33
H 2.76 4.21 -5.93
H 1.63 3.61 -3.60
H 1.90 5.31 -3.14
H 3.75 3.10 -3.65
H 3.54 4.77 -1.22
H 4.81 3.67 -1.58
H 1.94 2.78 -1.19
H 3.21 2.68 0.01
H 1.75 0.22 -1.03
H 3.07 0.38 0.18
H 3.21 -0.70 -1.13
C 1.57 1.55 2.70
O 2.90 1.23 3.20
C 2.93 0.89 4.58
C 2.38 -0.52 4.85
N 2.78 -1.49 3.92
C 4.15 -1.91 4.07
C 4.22 -2.89 2.88
O 4.02 -2.28 1.61
C 4.27 -3.03 0.41
H 0.91 0.69 2.60
H 1.83 2.08 1.79
H 0.97 2.22 3.31
H 2.44 1.69 5.14
H 4.01 0.84 4.74
H 1.30 -0.40 4.86
H 2.66 -0.71 5.88
H 2.69 -1.05 3.02
H 4.33 -2.54 4.95
H 4.95 -1.17 4.02
H 3.50 -3.70 2.98
H 5.19 -3.38 2.83
H 3.51 -3.73 0.07
H 5.18 -3.62 0.54
H 4.51 -2.33 -0.39
C -3.89 -1.67 3.59
O -4.29 -2.17 2.33
C -5.07 -1.27 1.54
C -5.29 -1.92 0.14
N -4.10 -1.87 -0.67
C -4.12 -2.77 -1.77
C -5.32 -2.80 -2.77
O -6.59 -3.21 -2.20
C -7.71 -3.08 -3.14
H -3.18 -0.85 3.49
H -3.39 -2.44 4.18
H -4.78 -1.44 4.18
H -4.63 -0.28 1.43
H -6.05 -1.13 1.99
H -6.06 -1.30 -0.32
H -5.72 -2.92 0.23
H -3.27 -1.98 -0.12
H -4.08 -3.78 -1.35
H -3.28 -2.55 -2.42
H -5.13 -3.59 -3.49
H -5.46 -1.83 -3.25
H -7.59 -3.64 -4.07
H -7.65 -2.06 -3.53
H -8.68 -3.23 -2.68
C 0.51 -2.46 0.28
C -0.62 -1.79 1.08
C -1.24 -0.51 0.44
O -0.31 0.56 0.48
C -0.93 1.71 -0.07
N -1.60 -2.86 1.07
H 0.02 -2.95 -0.57
H 1.02 -3.13 0.96
H 1.24 -1.79 -0.17
H -0.39 -1.51 2.11
H -2.18 -0.24 0.91
H -1.43 -0.76 -0.60
H -0.27 2.58 -0.05
H -1.78 2.03 0.53
H -1.31 1.62 -1.09
H -1.15 -3.71 1.39
H -2.36 -2.68 1.71

Results
F_max: 0.06250 Eh/bohr
charge: -1
ΔE to the lowest compared entry with this formula, charge and spin: 0.00 kJ/mol
frontier orbital gap (alpha / beta): 1.2 / 8.2 eV
HOMO level (alpha / beta): 0.8 / -6.2 eV
spin multiplicity: 2

Here are the Mulliken charges for atoms 1 to 2, given in e: atom 1 (C): -0.62, atom 2 (O): -0.46

---

2.
A cluster of 9 separate species, C52H131N9O17 in total, computed with wB97M-V/def2-TZVPD.

Cartesian coordinates (Å):
C 9.41 0.82 -6.74
O 8.63 1.72 -6.00
C 9.19 2.55 -4.99
C 8.06 3.16 -4.09
N 7.32 2.15 -3.35
C 6.04 2.64 -2.79
C 5.38 1.52 -1.94
O 5.14 0.37 -2.71
C 4.98 -0.79 -1.84
H 9.18 0.65 -7.79
H 9.27 -0.09 -6.16
H 10.46 1.11 -6.77
H 9.80 3.33 -5.42
H 9.72 1.90 -4.30
H 7.34 3.72 -4.69
H 8.51 3.87 -3.40
H 7.23 1.24 -3.77
H 5.33 2.85 -3.59
H 6.20 3.57 -2.25
H 4.47 1.95 -1.51
H 6.09 1.25 -1.16
H 4.23 -0.57 -1.08
H 5.90 -1.03 -1.31
H 4.73 -1.69 -2.40
C -0.23 6.77 0.48
O 0.90 5.81 0.38
C 0.77 4.57 1.10
C 0.83 4.84 2.65
N 1.29 3.61 3.32
C 1.64 3.95 4.68
C 2.27 2.72 5.34
O 3.58 2.51 4.80
C 4.10 1.27 5.24
H -0.41 7.09 1.50
H -1.07 6.31 -0.05
H -0.03 7.61 -0.19
H 1.53 3.84 0.84
H -0.17 4.06 0.87
H -0.17 5.07 3.03
H 1.50 5.67 2.88
H 2.16 3.39 2.85
H 0.74 4.25 5.21
H 2.44 4.67 4.80
H 1.64 1.85 5.21
H 2.36 2.94 6.41
H 3.97 1.04 6.30
H 5.14 1.19 4.91
H 3.45 0.58 4.70
C 1.39 0.21 -2.70
O 0.89 1.49 -2.96
C 0.85 2.45 -1.91
C 0.11 3.65 -2.39
N 0.89 4.45 -3.33
C 0.17 5.55 -3.89
C 0.98 6.22 -5.05
O 0.43 7.51 -5.35
C -0.85 7.69 -5.93
H 0.87 -0.47 -2.03
H 2.44 0.25 -2.38
H 1.40 -0.29 -3.67
H 1.83 2.71 -1.51
H 0.30 2.06 -1.06
H -0.19 4.33 -1.60
H -0.76 3.31 -2.96
H 1.22 3.88 -4.09
H -0.12 6.38 -3.23
H -0.73 5.16 -4.37
H 1.05 5.63 -5.96
H 1.98 6.44 -4.69
H -0.90 8.71 -6.31
H -1.61 7.39 -5.21
H -1.07 7.02 -6.77
C 1.42 -3.27 -1.97
O 2.43 -3.32 -1.00
C 2.17 -4.22 0.16
C 1.05 -3.75 1.06
N 1.06 -4.27 2.38
C 0.52 -5.64 2.48
C 0.38 -6.31 3.89
O 0.02 -7.65 3.85
C 1.02 -8.53 3.25
H 1.79 -2.69 -2.82
H 0.50 -2.76 -1.70
H 1.17 -4.26 -2.35
H 3.15 -4.22 0.62
H 2.01 -5.24 -0.19
H 0.08 -3.87 0.58
H 1.08 -2.69 1.30
H 2.03 -4.50 2.58
H 1.16 -6.25 1.84
H -0.38 -5.75 1.86
H -0.38 -5.85 4.52
H 1.36 -6.32 4.38
H 0.74 -9.55 3.52
H 1.99 -8.40 3.73
H 1.15 -8.53 2.17
C 4.85 -8.53 5.58
O 5.56 -7.89 4.52
C 4.77 -7.07 3.68
C 4.29 -5.75 4.36
N 4.07 -4.69 3.37
C 3.92 -3.36 3.96
C 4.42 -2.21 2.98
O 5.85 -2.33 2.89
C 6.42 -1.28 2.07
H 4.54 -7.83 6.36
H 5.37 -9.31 6.13
H 3.91 -8.97 5.23
H 3.97 -7.68 3.25
H 5.42 -6.89 2.82
H 5.10 -5.46 5.03
H 3.39 -5.83 4.98
H 4.83 -4.58 2.72
H 4.42 -3.32 4.93
H 2.84 -3.27 4.08
H 4.15 -1.26 3.46
H 4.01 -2.30 1.98
H 6.37 -1.56 1.02
H 7.50 -1.30 2.24
H 6.06 -0.31 2.39
C -2.77 3.55 2.11
O -3.02 2.78 0.93
C -3.80 3.43 -0.06
C -4.31 2.48 -1.08
N -5.03 1.28 -0.53
C -5.01 0.21 -1.45
C -5.41 -1.15 -0.77
O -4.47 -1.39 0.30
C -4.32 -2.81 0.76
H -2.00 3.09 2.73
H -3.65 3.65 2.74
H -2.49 4.59 1.91
H -3.15 4.17 -0.53
H -4.69 3.89 0.36
H -3.48 2.18 -1.72
H -4.94 3.01 -1.79
H -4.53 1.09 0.33
H -3.98 0.06 -1.78
H -5.72 0.35 -2.27
H -5.49 -1.91 -1.56
H -6.38 -1.01 -0.30
H -5.21 -3.22 1.24
H -3.50 -3.04 1.43
H -4.17 -3.34 -0.18
C -8.13 -2.32 -5.54
O -7.06 -2.24 -6.47
C -6.95 -0.98 -7.17
C -5.70 -0.93 -8.04
N -4.52 -1.10 -7.15
C -4.28 0.10 -6.40
C -3.17 -0.20 -5.46
O -3.40 -1.29 -4.58
C -2.32 -1.54 -3.69
H -7.94 -1.78 -4.61
H -8.14 -3.34 -5.15
H -9.13 -2.05 -5.88
H -7.00 -0.14 -6.47
H -7.87 -0.99 -7.75
H -5.82 -0.03 -8.64
H -5.67 -1.80 -8.71
H -4.92 -1.76 -6.51
H -5.20 0.30 -5.85
H -4.10 1.02 -6.94
H -2.89 0.64 -4.83
H -2.35 -0.54 -6.09
H -2.16 -0.75 -2.96
H -1.40 -1.80 -4.22
H -2.55 -2.42 -3.09
C -10.43 -0.47 3.92
O -9.04 -0.16 3.77
C -8.59 0.66 2.70
C -7.10 0.30 2.38
N -6.27 0.89 3.46
C -4.86 0.47 3.26
C -3.78 0.93 4.31
O -4.04 0.27 5.57
C -3.00 0.64 6.46
H -11.01 0.41 4.21
H -10.69 -1.22 4.67
H -10.91 -0.85 3.02
H -8.62 1.70 3.02
H -9.20 0.55 1.80
H -6.87 0.76 1.43
H -6.97 -0.78 2.33
H -6.59 0.65 4.39
H -4.40 0.79 2.33
H -4.79 -0.62 3.22
H -3.79 2.01 4.40
H -2.78 0.75 3.92
H -2.91 1.72 6.56
H -2.01 0.28 6.17
H -3.12 0.21 7.45
C 2.63 0.08 1.25
C 1.52 0.34 2.23
C 0.13 0.80 1.62
O -0.09 -0.09 0.51
C -1.40 -0.04 0.00
N 1.42 -0.80 3.14
H 3.60 -0.05 1.75
H 2.77 0.96 0.63
H 2.49 -0.86 0.71
H 1.89 1.00 3.02
H 0.11 1.78 1.16
H -0.63 0.68 2.39
H -2.16 -0.18 0.77
H -1.50 -0.96 -0.58
H -1.60 0.87 -0.56
H 0.82 -0.59 3.93
H 1.07 -1.56 2.57

Results
F_max: 0.06555 Eh/bohr
charge: +1
ΔE to the lowest compared entry with this formula, charge and spin: 27.66 kJ/mol
frontier orbital gap (alpha / beta): 7.4 / 2.2 eV
HOMO level (alpha / beta): -9.7 / -9.7 eV
spin multiplicity: 2

Here are the Mulliken charges for atoms 1 to 2, given in e: atom 1 (C): -0.72, atom 2 (O): -0.35